Molecular formula: C5H17NO6
Method: DFT, ωB97M-V with the def2-TZVPD basis set

XYZ file:
```
29
C5H17NO6 (ωB97M-V with the def2-TZVPD basis set)
O -1.24 0.22 0.05
C -0.81 0.47 1.20
C 0.01 1.63 1.60
C 1.02 2.38 0.73
C 0.99 2.09 -0.81
C 2.41 1.95 -1.44
O 2.87 0.84 -1.67
N -0.71 2.58 2.42
H -1.03 -0.23 2.06
H 0.63 1.16 2.49
H 0.76 3.61 0.63
H 1.99 2.29 1.18
H 0.41 1.12 -1.00
H 0.33 2.98 -1.13
H 2.89 2.88 -1.75
H -0.84 2.04 3.13
H -1.64 2.80 2.10
H -1.11 -2.96 -0.53
H -2.42 -3.70 -0.18
O -1.50 -3.48 0.05
H 1.98 -0.71 -1.76
H 1.82 -1.82 -0.84
O 1.75 -1.66 -1.72
H -0.79 -2.24 2.50
H -1.65 -2.83 1.61
O -1.79 -2.31 2.44
H -1.88 -1.66 -3.33
H -1.58 -3.07 -2.91
O -1.92 -2.22 -2.50
```

Its spin multiplicity is 2. The charge is -1. The calculation puts the HOMO-LUMO gap (alpha / beta) at 0.10542 / 0.24139 Ha. The value obtained for the energy relative to the best compared isomer or geometry (same formula, charge and spin) is 2.3122 eV. The calculation puts the LUMO energy (alpha / beta) at 3.0 / 3.0 eV. For the HOMO energy (alpha / beta), the calculation gives 0.0049 / -0.1321 Ha.

How is the electron density shared among the atoms? According to natural (NBO), the charges in e are: -0.7584, 0.0182, -0.1623, -0.3658, -0.5715, 0.4665, -0.5814, -0.8706, 0.0933, 0.1398, 0.1720, 0.1991, 0.2965, 0.2120, 0.1017, 0.3301, 0.3294, 0.4935, 0.4824, -0.9427, 0.4904, 0.4484, -0.9729, 0.4422, 0.4824, -0.9735, 0.4704, 0.4549, -0.9241

Molecular formula: C5H18AgMnN6O11
Method: DFT, ωB97M-V with the def2-TZVPD basis set

XYZ file:
```
42
C5H18AgMnN6O11 (ωB97M-V with the def2-TZVPD basis set)
Mn 1.83 1.38 -0.71
Ag 2.26 -3.62 -0.55
O -1.29 -0.81 0.05
C 0.03 -1.13 -0.17
O 0.72 -0.37 -0.89
O 0.60 -2.15 0.36
H -1.35 -1.55 0.65
O 4.81 -1.05 -2.64
C 3.84 -0.81 -1.81
O 3.56 0.33 -1.47
O 3.14 -1.81 -1.52
H 4.35 -1.88 -2.71
O -3.30 -1.88 2.79
H -4.17 -1.89 2.39
H -2.76 -1.38 2.18
O 2.17 -2.07 3.00
H 1.75 -2.85 2.64
H 1.46 -1.45 3.13
C 0.43 -0.10 -4.48
O 0.83 1.04 -4.73
N -0.44 -0.41 -3.58
N 0.60 -1.12 -5.33
H -0.79 0.43 -3.13
H -0.98 -1.22 -3.85
H 0.08 -1.98 -5.24
H 1.19 -0.95 -6.13
C -0.59 0.19 3.45
O -0.14 -0.81 2.96
N -1.72 0.28 4.01
N -0.01 1.36 3.41
H -2.03 1.14 4.44
H -2.29 -0.55 4.05
H -0.39 2.28 3.57
H 0.94 1.14 3.14
C -1.06 2.87 0.23
O 0.03 2.36 0.09
N -2.01 2.20 0.78
N -1.47 4.03 -0.11
H -2.79 2.68 1.21
H -1.90 1.20 0.88
H -2.42 4.33 0.08
H -0.70 4.60 -0.42
```

Its spin multiplicity is 8. The charge is +1. The calculation puts the HOMO-LUMO gap (alpha / beta) at 0.21108 / 0.18730 Ha. The calculation puts the LUMO energy (alpha / beta) at -3.9 / -7.2 eV. For the HOMO energy (alpha / beta), the calculation gives -0.3547 / -0.4505 Ha.

How is the electron density shared among the atoms? According to natural (NBO), the charges in e are: 1.7713, 0.6918, -0.6798, 0.9908, -0.8513, -0.6645, 0.5069, -0.6193, 0.9901, -0.8508, -0.8526, 0.5057, -0.9283, 0.4821, 0.4554, -0.9670, 0.4636, 0.4835, 0.7542, -0.6829, -0.8156, -0.8434, 0.4022, 0.3905, 0.3842, 0.4162, 0.7556, -0.7206, -0.8082, -0.8436, 0.3913, 0.4331, 0.4086, 0.4029, 0.7886, -0.8249, -0.8036, -0.7747, 0.3970, 0.4271, 0.4221, 0.4162

Molecular formula: C5H18N2O3
Method: DFT, ωB97M-V with the def2-TZVPD basis set

XYZ file:
```
28
C5H18N2O3 (ωB97M-V with the def2-TZVPD basis set)
N -1.02 0.59 1.19
C 0.05 -0.39 1.21
C 0.42 -0.98 2.55
C 1.37 0.29 0.56
N 1.58 0.01 -0.82
C 1.47 1.10 -1.78
C 0.02 1.57 -1.92
O -0.05 2.78 -1.17
H -0.93 3.18 -1.29
H -1.40 0.73 2.12
H -0.70 1.51 0.91
H -0.20 -1.21 0.55
H -0.39 -1.55 2.99
H 0.78 -0.20 3.23
H 1.21 -1.72 2.40
H 1.37 1.36 0.77
H 2.20 -0.07 1.17
H 2.42 -0.55 -0.95
H 1.95 0.84 -2.72
H 2.08 1.93 -1.40
H -0.21 1.82 -2.96
H -0.71 0.86 -1.54
H -3.04 -1.67 1.36
H -2.23 -1.32 0.09
O -2.63 -2.05 0.58
H -0.59 -1.73 -1.82
H -1.43 -2.91 -1.31
O -1.38 -2.24 -2.00
```

Its spin multiplicity is 2. The charge is +1. The calculation puts the HOMO-LUMO gap (alpha / beta) at 0.40106 / 0.20675 Ha. The value obtained for the energy relative to the best compared isomer or geometry (same formula, charge and spin) is 0.5458 eV. The calculation puts the LUMO energy (alpha / beta) at -3.1 / -8.2 eV. For the HOMO energy (alpha / beta), the calculation gives -0.5163 / -0.5079 Ha.

How is the electron density shared among the atoms? According to natural (NBO), the charges in e are: -0.8247, 0.0066, -0.6376, -0.2980, -0.1740, -0.2930, -0.0927, -0.7348, 0.4943, 0.3849, 0.3826, 0.1975, 0.2533, 0.2210, 0.2277, 0.2528, 0.2616, 0.4204, 0.2507, 0.2763, 0.2160, 0.1978, 0.4770, 0.4759, -0.9500, 0.4404, 0.4893, -0.9214

Molecular formula: C5H18N2O4
Method: DFT, ωB97M-V with the def2-TZVPD basis set

XYZ file:
```
29
C5H18N2O4 (ωB97M-V with the def2-TZVPD basis set)
C 1.73 0.78 -1.52
N 0.22 0.75 -1.67
C -0.72 -2.77 -0.17
C 0.08 -1.60 -0.82
C -0.31 -0.14 -0.56
C -1.87 0.01 -0.48
N -2.36 1.17 0.07
O -2.74 -0.80 -0.76
H 2.06 0.00 -0.82
H 1.86 1.82 -1.21
H 2.19 0.65 -2.55
H 0.14 0.39 -2.63
H -1.59 -3.15 -0.64
H -0.06 -3.68 -0.13
H -1.15 -2.41 0.84
H 1.13 -1.58 -0.23
H 0.32 -2.02 -1.81
H 0.26 0.30 0.33
H -1.76 2.02 0.20
H -3.23 1.44 -0.30
H 0.08 1.76 2.93
H 0.45 0.70 2.08
O 0.57 1.65 2.24
H 0.34 3.14 1.17
H 0.36 2.55 -0.09
O -0.11 3.31 0.27
H 2.04 -1.66 2.52
H 0.62 -1.58 1.74
O 1.44 -1.04 2.01
```

Its spin multiplicity is 2. The charge is +1. The calculation puts the HOMO-LUMO gap (alpha / beta) at 0.40887 / 0.19827 Ha. The value obtained for the energy relative to the best compared isomer or geometry (same formula, charge and spin) is 2.3689 eV. The calculation puts the LUMO energy (alpha / beta) at -3.0 / -8.6 eV. For the HOMO energy (alpha / beta), the calculation gives -0.5197 / -0.5132 Ha.

How is the electron density shared among the atoms? According to natural (NBO), the charges in e are: -0.4752, -0.1811, -0.6193, -0.4409, -0.1703, 0.6364, -0.7966, -0.5151, 0.2542, 0.2647, 0.2552, 0.4173, 0.2646, 0.2514, 0.2075, 0.2487, 0.2652, 0.2577, 0.4243, 0.4123, 0.4670, 0.4808, -0.9302, 0.5054, 0.4258, -0.9270, 0.5189, 0.4810, -0.9827

Molecular formula: C5H18N6
Method: DFT, ωB97M-V with the def2-TZVPD basis set

XYZ file:
```
29
C5H18N6 (ωB97M-V with the def2-TZVPD basis set)
C 0.87 1.45 -1.52
C 1.23 2.56 -0.59
C 1.39 -1.02 -1.49
N 1.79 0.20 -1.09
N 0.82 -1.23 -2.68
N 1.80 -2.07 -0.72
H -0.14 1.11 -1.41
H 1.31 1.59 -2.58
H 0.43 2.80 0.11
H 1.62 3.46 -1.01
H 2.16 0.20 -0.11
H 0.68 -0.42 -3.24
H 0.63 -2.18 -2.98
H 1.85 -1.90 0.26
H 2.17 -2.92 -1.10
H 2.22 2.36 -0.06
C -1.11 1.22 2.42
C -1.72 -0.72 1.02
N -2.03 0.48 1.49
N -0.58 -1.41 1.46
N -2.73 -1.46 0.47
H -3.02 0.81 1.41
H -0.53 -1.43 2.48
H -0.30 -2.25 1.00
H -3.24 -1.14 -0.36
H -2.85 -2.40 0.81
H -0.76 0.68 3.32
H -1.76 2.03 2.78
H -0.20 1.58 1.94
```

Its spin multiplicity is 1. The charge is +2. The calculation puts the HOMO-LUMO gap at 0.39987 Ha. The value obtained for the energy relative to the best compared isomer or geometry (same formula, charge and spin) is 0.9212 eV. The calculation puts the LUMO energy at -6.9 eV. For the HOMO energy, the calculation gives -0.6542 Ha.

How is the electron density shared among the atoms? According to natural (NBO), the charges in e are: -0.2128, -0.6694, 0.6636, -0.5530, -0.7464, -0.8082, 0.2050, 0.2411, 0.2241, 0.2745, 0.4155, 0.4336, 0.4455, 0.4097, 0.4412, 0.2380, -0.4424, 0.6807, -0.5088, -0.8289, -0.8077, 0.4599, 0.4315, 0.4235, 0.4386, 0.4366, 0.2306, 0.2570, 0.2272

Molecular formula: C5H18NO3
Method: DFT, ωB97M-V with the def2-TZVPD basis set

XYZ file:
```
27
C5H18NO3 (ωB97M-V with the def2-TZVPD basis set)
C 2.17 0.06 0.06
O 2.33 1.36 -0.61
C 0.72 0.00 0.57
C 0.41 -1.43 1.03
C 0.29 -2.43 -0.11
C -0.88 -1.44 1.86
N -0.08 0.40 -0.65
H 2.35 -0.61 -0.77
H 2.86 0.11 0.90
H 2.75 1.96 0.02
H 0.43 0.72 1.32
H 1.31 -1.70 1.60
H 0.30 -3.47 0.21
H 1.16 -2.40 -0.77
H -0.58 -2.36 -0.76
H -1.16 -2.39 2.31
H -0.88 -0.64 2.58
H -1.69 -1.29 1.12
H -1.08 0.44 -0.48
H 0.28 1.32 -0.91
H 0.25 -0.12 -1.46
H -2.51 0.20 -2.65
H -2.29 1.63 -2.44
O -1.77 0.83 -2.61
H -2.22 2.87 1.14
H -1.69 1.46 1.66
O -2.08 1.94 0.93
```

Its spin multiplicity is 1. The charge is +1. The calculation puts the HOMO-LUMO gap at 0.43686 Ha. The value obtained for the energy relative to the best compared isomer or geometry (same formula, charge and spin) is 0.6265 eV. The calculation puts the LUMO energy at -2.9 eV. For the HOMO energy, the calculation gives -0.5417 Ha.

How is the electron density shared among the atoms? According to natural (NBO), the charges in e are: -0.0969, -0.7475, -0.0530, -0.2427, -0.6380, -0.6067, -0.6940, 0.2080, 0.2180, 0.4895, 0.2153, 0.2291, 0.2528, 0.2119, 0.2098, 0.2492, 0.2036, 0.1972, 0.4724, 0.4642, 0.4406, 0.4828, 0.4853, -0.9579, 0.5020, 0.4773, -0.9722

Molecular formula: C5H18NO3S
Method: DFT, ωB97M-V with the def2-TZVPD basis set

XYZ file:
```
28
C5H18NO3S (ωB97M-V with the def2-TZVPD basis set)
C 1.63 -0.42 2.21
O 2.94 -0.36 1.64
C 0.69 0.08 1.14
C -0.78 -0.18 1.52
C -1.79 0.74 0.85
S -1.93 0.42 -0.94
C -1.67 2.06 -1.65
N 1.06 -0.62 -0.14
H 1.42 -1.46 2.48
H 1.55 0.20 3.10
H 3.62 -0.41 2.31
H 0.84 1.15 0.98
H -0.87 -0.09 2.60
H -1.00 -1.23 1.31
H -2.76 0.58 1.32
H -1.57 1.79 1.02
H -1.89 1.98 -2.71
H -0.66 2.43 -1.49
H -2.37 2.79 -1.23
H 0.45 -1.43 -0.32
H 2.04 -0.88 -0.10
H 1.00 0.03 -0.94
H -0.15 -3.91 -0.64
H -1.34 -2.94 -0.95
O -0.49 -3.01 -0.47
H 1.35 1.13 -3.24
H 2.52 1.61 -2.39
O 1.67 1.14 -2.34
```

Its spin multiplicity is 1. The charge is +1. The calculation puts the HOMO-LUMO gap at 0.34491 Ha. The value obtained for the energy relative to the best compared isomer or geometry (same formula, charge and spin) is 0.0000 eV. The calculation puts the LUMO energy at -2.5 eV. For the HOMO energy, the calculation gives -0.4381 Ha.

How is the electron density shared among the atoms? According to natural (NBO), the charges in e are: -0.0798, -0.7521, -0.0607, -0.4313, -0.5301, 0.1508, -0.7383, -0.7317, 0.1828, 0.2036, 0.5010, 0.2198, 0.2360, 0.2299, 0.2396, 0.2288, 0.2414, 0.2177, 0.2305, 0.4682, 0.4451, 0.4736, 0.5040, 0.5030, -0.9746, 0.4952, 0.4979, -0.9701

Molecular formula: C5H18O3
Method: DFT, ωB97M-V with the def2-TZVPD basis set

XYZ file:
```
26
C5H18O3 (ωB97M-V with the def2-TZVPD basis set)
C -0.11 -0.54 -0.54
C -0.11 0.23 0.74
C 1.35 0.27 1.45
C 1.78 1.78 1.50
C 1.13 -0.18 -1.36
H 0.00 -1.65 -0.43
H -0.99 -0.46 -1.14
H -0.90 -0.16 1.47
H -0.33 1.28 0.65
H 1.96 -0.37 0.75
H 1.22 -0.17 2.43
H 2.08 1.89 2.56
H 2.62 1.94 0.84
H 1.10 2.63 1.34
H 0.91 -0.38 -2.38
H 1.47 0.79 -1.27
H 1.97 -0.92 -1.23
H -3.22 -0.56 0.15
H -4.11 -1.68 -0.69
O -3.27 -1.48 -0.16
H 0.11 -4.15 -0.63
H 1.60 -4.02 0.01
O 0.81 -4.57 -0.05
H -3.10 3.10 -1.32
H -1.78 4.04 -1.54
O -2.20 3.33 -1.16
```

Its spin multiplicity is 1. As for the SMILES: CCCCC.O.O.O. The calculation puts the HOMO-LUMO gap at 0.39526 Ha. The value obtained for the energy relative to the best compared isomer or geometry (same formula, charge and spin) is 1.9940 eV. The calculation puts the LUMO energy at 0.5 eV. For the HOMO energy, the calculation gives -0.3776 Ha.

How is the electron density shared among the atoms? According to natural (NBO), the charges in e are: -0.4088, -0.3962, -0.4062, -0.6363, -0.6109, 0.1867, 0.2161, 0.1951, 0.2054, 0.2100, 0.2068, 0.2102, 0.2081, 0.2109, 0.2094, 0.2014, 0.1928, 0.4819, 0.4824, -0.9620, 0.4812, 0.4752, -0.9540, 0.4880, 0.4827, -0.9697

Record order is preserved below.
Maximum force: 7.2, 6.4, 2.4, 9.0, 4.3, 3.1, 0.7, 4.4 eV/Å